A molecular structure, C34H40N4O2P2Pt, computed with ωB97M-V/def2-TZVPD.

Last column: Mulliken charge in e.
Element x y z (Å)
Pt (-1.949954, 1.275609, 0.159650)  0.881
C (1.424318, -2.073638, 2.878462)  -0.422
C (1.943523, -0.938943, 2.398117)  -0.906
C (2.110118, -0.718019, 0.935409)  -0.598
C (0.772444, -0.842120, 0.199921)  1.810
C (-0.032584, -2.096007, 0.221175)  -0.086
C (0.377130, -3.355554, 0.383923)  -0.972
C (1.723340, -3.642568, 0.957558)  -0.796
C (1.738153, -3.463989, 2.494239)  -0.622
C (-2.861701, 0.277623, 1.716826)  -0.987
H (0.694257, -2.019883, 3.663002)  -0.071
H (2.374364, -0.188952, 3.074450)  0.506
H (2.862347, -1.364164, 0.465528)  0.581
H (2.496270, 0.302230, 0.877611)  0.186
H (0.142386, 0.027780, 0.519866)  -0.240
H (0.983814, -0.632843, -0.849403)  -0.600
H (-1.082064, -1.895852, 0.098392)  0.371
H (-0.284098, -4.217354, 0.289553)  0.419
H (2.502230, -3.038510, 0.496047)  0.176
H (1.974435, -4.681489, 0.748096)  0.544
H (0.962376, -4.125098, 2.889440)  0.271
H (2.677289, -3.841695, 2.910080)  0.442
H (-3.074903, 0.739012, 2.700809)  0.426
H (-2.349790, -0.688354, 1.904743)  0.100
H (-3.863626, 0.064530, 1.298604)  0.410
P (-1.885849, 0.539436, -1.856294)  -0.776
P (1.150770, 2.399324, -1.005432)  0.006
N (-1.993638, -1.100750, -2.884956)  0.602
N (-3.138753, 1.287151, -2.826811)  0.806
N (2.511250, 1.580223, -2.050442)  0.523
N (1.905729, 4.022728, -1.339966)  0.340
C (-0.447591, 1.069570, -2.770891)  -0.849
C (-0.029346, 2.484048, -2.382296)  -1.838
C (-2.858929, -2.134740, -2.583525)  -0.352
C (-2.872534, -3.060005, -3.637572)  -0.702
C (-1.998966, -2.560357, -4.641552)  -0.715
C (-1.487276, -1.352615, -4.157207)  -0.105
C (-4.319842, 1.823417, -2.335792)  -0.414
C (-5.031008, 2.328570, -3.427205)  -0.723
C (-4.279944, 2.052864, -4.608495)  -0.622
C (-3.125528, 1.389097, -4.217930)  -0.290
C (3.657794, 1.014723, -1.473202)  -0.444
C (4.508026, 0.531014, -2.471231)  -0.732
C (3.832566, 0.730120, -3.722110)  -0.694
C (2.632487, 1.395361, -3.432147)  -0.041
C (2.892343, 4.461276, -2.235508)  -0.184
C (2.926810, 5.854456, -2.242088)  -0.610
C (1.912502, 6.302347, -1.332397)  -0.594
C (1.304834, 5.172543, -0.801808)  -0.338
H (-0.693589, 1.065980, -3.830993)  0.281
H (0.327426, 0.310431, -2.623820)  0.958
H (0.385519, 2.995856, -3.262681)  0.570
H (-0.885237, 3.055089, -1.988758)  0.814
H (-3.395827, -2.125769, -1.644179)  0.521
H (-3.437933, -3.978745, -3.673147)  0.490
H (-1.760669, -2.994450, -5.601983)  0.482
H (-0.797858, -0.688307, -4.656552)  0.499
H (-4.495150, 1.807954, -1.265489)  0.421
H (-5.973752, 2.840736, -3.366889)  0.453
H (-4.526610, 2.312468, -5.623686)  0.476
H (-2.313947, 1.000138, -4.821815)  0.371
H (3.801996, 1.009950, -0.395747)  0.628
H (5.496469, 0.093269, -2.321925)  0.492
H (4.155914, 0.401719, -4.708982)  0.497
H (1.865182, 1.763696, -4.109637)  0.361
H (3.500518, 3.753193, -2.785582)  0.316
H (3.598485, 6.469140, -2.836356)  0.433
H (1.666004, 7.335604, -1.103714)  0.435
H (0.503510, 5.062509, -0.081096)  0.392
O (-1.097219, 0.694163, 4.665228)  -0.625
C (-1.127885, -0.555120, 4.670107)  0.580
O (-1.441389, -1.367482, 3.746027)  -0.308
C (-0.571427, -1.340976, 5.880924)  0.325
C (-0.446507, -2.738164, 5.738720)  0.060
C (-0.105493, -3.557874, 6.813887)  -0.798
C (0.145687, -2.993733, 8.073047)  -0.335
C (0.097760, -1.596119, 8.216471)  -0.592
C (-0.240355, -0.780894, 7.125564)  -0.193
H (-0.632691, -3.216195, 4.778220)  0.302
H (-0.055842, -4.635996, 6.653043)  0.379
H (0.382237, -3.638215, 8.922224)  0.396
H (0.309704, -1.154012, 9.189712)  0.390
H (-0.263012, 0.298605, 7.234615)  0.454

Forces on atoms 1 to 6 (eV/Å):
0.229 0.053 0.753
0.068 0.092 1.070
0.508 -0.339 0.202
1.183 -0.113 -0.107
0.260 1.222 0.212
-0.215 -0.553 0.147

Summary:
E_HOMO (alpha / beta) in eV: -12.49 / -12.36
LUMO (alpha / beta) in Ha: -0.236 / -0.347
Total energy in hartree: -2490.1570
Total charge: +2
Multiplicity: 5
Gap between HOMO and LUMO (alpha / beta) in eV: 6.08 / 2.93



A molecular structure, C4H6LiO2Tl, computed with ωB97M-V/def2-TZVPD.

Last column: Mulliken charge in e.
Element x y z (Å)
O (-0.607500, 1.571508, 1.517808)  -0.746
C (-1.402052, 0.477228, 1.440975)  -0.070
C (-2.413068, 0.465856, 0.495541)  -0.925
Tl (0.825811, 0.196856, 2.544214)  0.460
Li (-0.353230, 1.681826, -0.488478)  0.757
H (-2.789011, 1.412322, 0.053804)  0.301
H (-3.044455, -0.415240, 0.348590)  0.187
C (1.779448, -0.398928, -0.598595)  0.141
C (0.949271, -0.671338, -1.624654)  -0.841
O (1.798951, -1.072226, 0.588339)  -0.460
H (2.606757, 0.311213, -0.643500)  0.370
H (1.110828, -0.164197, -2.576741)  0.333
H (0.232205, -1.494807, -1.578213)  0.185
H (1.306046, -1.900072, 0.520910)  0.307

Forces on atoms 1 to 6 (eV/Å):
-0.216 1.290 -1.540
0.136 -0.509 -1.148
0.522 0.096 0.443
-0.299 -0.162 1.593
-0.719 -0.688 1.251
0.156 -0.203 0.167

Summary:
Energy above the lowest of the compared OMol25 structures with the same formula, charge and spin in eV: 0.000
E_HOMO in eV: -6.32
LUMO in Ha: -0.020
Total energy in hartree: -486.3973
Total charge: 0
Multiplicity: 1
Gap between HOMO and LUMO in eV: 5.77



5 unconnected molecules or ions with the total composition C16H38IN5O4PS, computed with ωB97M-V/def2-TZVPD.

Last column: Mulliken charge in e.
Element x y z (Å)
S (3.634367, -0.031893, 1.134798)  -0.418
C (2.334297, -0.804216, 0.477673)  0.308
N (1.316926, -1.198997, -0.021195)  -0.413
P (1.408109, -3.060665, -0.052436)  -0.099
C (-0.494476, -3.237343, -0.076204)  -1.212
C (-1.256575, -2.474404, 1.076429)  -0.263
C (-2.777306, -2.210937, 0.595056)  -0.813
I (-4.246975, -3.189348, 1.911451)  -0.078
H (1.436293, -2.958384, -1.516106)  -0.045
H (2.869954, -2.975840, 0.003602)  0.031
H (1.399929, -3.171586, 1.397778)  -0.036
H (1.570009, -4.501499, -0.229917)  0.074
H (-0.870537, -2.987249, -1.111028)  0.479
H (-0.715226, -4.341496, 0.075826)  0.228
H (-1.361000, -3.095922, 2.013859)  0.363
H (-0.833228, -1.470037, 1.339618)  0.234
H (-3.002590, -1.112392, 0.661266)  0.335
H (-2.901473, -2.564565, -0.458602)  0.421
C (1.943125, 5.630284, -0.041014)  0.086
O (1.449762, 6.404020, -0.849008)  -0.657
N (2.666819, 4.534923, -0.349277)  0.210
C (3.220559, 3.663963, 0.669644)  -0.849
C (2.904362, 4.207107, -1.745406)  -1.106
H (1.827270, 5.778677, 1.046852)  0.288
H (4.307381, 3.636880, 0.562174)  0.305
H (2.816143, 2.659278, 0.534755)  0.245
H (2.968462, 4.021237, 1.668906)  0.294
H (3.429483, 5.035993, -2.226688)  0.286
H (1.943247, 4.063502, -2.246684)  0.276
H (3.506191, 3.290503, -1.827089)  0.639
C (-4.112048, 5.770443, 0.555548)  0.109
O (-4.620483, 5.461867, -0.505534)  -0.591
N (-2.784684, 5.938196, 0.768219)  0.146
C (-2.255991, 6.307674, 2.064474)  -0.869
C (-1.861533, 5.741788, -0.336770)  -0.752
H (-4.719678, 5.943937, 1.460246)  0.249
H (-1.717927, 7.254702, 1.975410)  0.312
H (-1.569126, 5.529687, 2.406508)  0.307
H (-3.058700, 6.420521, 2.793628)  0.299
H (-2.111477, 6.436370, -1.140840)  0.278
H (-1.963489, 4.721494, -0.712247)  0.305
H (-0.836696, 5.912039, -0.013014)  0.182
C (-2.610082, -6.783017, 3.121822)  0.649
O (-1.439172, -7.102428, 3.078681)  -0.609
N (-3.603423, -7.529794, 3.675782)  0.098
C (-4.980879, -7.083741, 3.690635)  -0.679
C (-3.271528, -8.810551, 4.268669)  -0.960
H (-2.971085, -5.829793, 2.700750)  -0.205
H (-5.323167, -7.009332, 4.726398)  0.329
H (-5.599022, -7.808634, 3.154234)  0.326
H (-5.077883, -6.109258, 3.212090)  0.055
H (-2.546487, -8.659018, 5.071476)  0.290
H (-2.820588, -9.453234, 3.509246)  0.289
H (-4.165938, -9.287950, 4.668300)  0.373
C (4.761267, 1.563464, -3.699723)  0.107
O (4.475215, 2.347099, -2.811192)  -0.586
N (3.894954, 1.082176, -4.618294)  0.113
C (4.305328, 0.150256, -5.648240)  -0.927
C (2.508954, 1.513171, -4.569302)  -0.874
H (5.784973, 1.174302, -3.823004)  0.241
H (4.115223, 0.593597, -6.629014)  0.331
H (3.728393, -0.771758, -5.547199)  0.339
H (5.366627, -0.081877, -5.561365)  0.282
H (2.465868, 2.599425, -4.676650)  0.272
H (2.081603, 1.240935, -3.601948)  0.294
H (1.936212, 1.043280, -5.367577)  0.365

Forces on atoms 1 to 6 (eV/Å):
-1.067 -1.091 -0.580
-0.515 2.040 -0.115
1.571 1.534 1.177
0.464 -3.593 -0.881
-0.854 -0.305 0.644
-1.582 -0.349 -0.483

Summary:
Energy above the lowest of the compared OMol25 structures with the same formula, charge and spin in eV: 0.000
E_HOMO in eV: -4.25
LUMO in Ha: 0.080
Total energy in hartree: -2244.3360
Total charge: -1
Multiplicity: 1
Gap between HOMO and LUMO in eV: 6.43



8 unconnected molecules or ions with the total composition C36H76B2F8N10O4, computed with ωB97M-V/def2-TZVPD.

Last column: Mulliken charge in e.
Element x y z (Å)
C (2.496382, -3.231787, -0.923053)  -0.498
C (2.637162, -4.743797, -0.718133)  -0.891
N (1.599302, -5.499017, -1.410093)  0.643
C (1.107722, -6.828927, -1.127553)  -0.671
C (0.213772, -7.219387, -2.131313)  -0.466
N (0.177062, -6.176887, -3.074153)  0.323
C (1.165592, -5.221487, -2.707543)  -1.683
C (-0.545348, -6.188847, -4.379943)  -0.872
H (3.017162, -2.663167, -0.152623)  0.303
H (1.460662, -2.896427, -0.977053)  -0.070
H (2.879242, -3.066737, -1.930163)  0.365
H (2.511882, -4.919597, 0.350277)  0.359
H (3.614292, -5.094617, -1.050183)  0.300
H (1.400182, -7.290877, -0.196183)  0.454
H (-0.440558, -8.075277, -2.206793)  0.439
H (1.386702, -4.317907, -3.256233)  0.890
H (0.176292, -5.743677, -5.064903)  0.374
H (-1.301958, -5.404267, -4.371193)  0.227
H (-0.957668, -7.167877, -4.624063)  0.321
C (-1.632148, -4.152347, 0.534747)  -0.580
C (-1.899198, -4.098807, -0.999413)  -0.152
N (-2.861778, -3.111837, -1.409453)  0.767
C (-2.616878, -1.807097, -1.608743)  -0.360
C (-3.765748, -1.233077, -2.041713)  -1.613
N (-4.779718, -2.205377, -2.093283)  0.223
C (-4.212048, -3.363397, -1.637563)  -0.216
C (-6.167058, -2.027977, -2.373343)  -0.868
H (-1.443078, -3.166897, 0.960457)  -0.101
H (-0.766728, -4.747487, 0.826227)  0.336
H (-2.559868, -4.516857, 0.975837)  0.431
H (-2.221738, -5.064137, -1.389563)  0.497
H (-0.956628, -3.789337, -1.450953)  -0.439
H (-1.633138, -1.365657, -1.547223)  0.834
H (-3.856608, -0.196537, -2.331073)  0.625
H (-4.708768, -4.304557, -1.453493)  0.466
H (-6.506558, -1.101517, -1.910173)  0.344
H (-6.658618, -2.792157, -1.771273)  0.305
H (-6.173418, -2.175487, -3.453293)  0.370
C (1.988562, 2.845803, -5.620063)  -1.331
C (1.870362, 1.444483, -5.035643)  -0.128
N (2.823852, 1.285003, -3.998773)  0.587
C (4.249602, 1.191053, -4.064063)  -0.626
C (4.702632, 1.008163, -2.763123)  -0.476
N (3.622012, 0.964683, -1.869253)  0.403
C (2.523602, 1.132263, -2.660583)  -0.737
C (3.652612, 0.746793, -0.426343)  0.021
H (2.797632, 3.021033, -6.329133)  0.395
H (2.241742, 3.614843, -4.890283)  0.326
H (1.039662, 3.032623, -6.122843)  0.394
H (1.956542, 0.645373, -5.771913)  0.386
H (0.861632, 1.384943, -4.626973)  0.050
H (4.681462, 1.317513, -5.045853)  0.512
H (5.726542, 0.872673, -2.447433)  0.526
H (1.504932, 1.003523, -2.325723)  0.347
H (2.845372, 1.329423, 0.017517)  -0.266
H (4.605302, 1.152163, -0.085493)  0.401
H (3.527862, -0.311177, -0.195623)  -0.071
C (0.788492, -4.235427, 5.176927)  -1.334
C (0.275192, -3.590457, 3.845527)  0.045
N (-1.121628, -3.123347, 3.826577)  0.445
C (-2.234558, -3.842697, 4.166007)  -0.260
C (-3.398488, -3.061567, 3.916497)  -0.604
N (-2.954888, -1.790687, 3.542477)  0.262
C (-1.558308, -1.848467, 3.466487)  -0.731
C (-3.747888, -0.621407, 3.172027)  -0.929
H (0.911862, -3.620937, 6.068707)  0.341
H (1.797042, -4.643317, 5.109457)  0.425
H (0.117662, -5.042747, 5.470727)  0.352
H (0.528042, -4.305617, 3.062777)  0.161
H (0.929402, -2.727767, 3.719537)  0.072
H (-2.007828, -4.853307, 4.472067)  0.461
H (-4.466838, -3.172847, 4.028947)  0.506
H (-0.951218, -1.039237, 3.088327)  0.645
H (-3.165288, 0.281643, 2.989847)  0.334
H (-4.585038, -0.532377, 3.864377)  0.376
H (-4.142528, -0.841027, 2.179997)  0.335
C (6.570072, 1.813993, 2.928177)  -0.849
O (5.141372, 1.878673, 2.730927)  -0.317
C (4.402032, 0.759523, 3.294947)  -0.811
C (2.901332, 1.140583, 3.358617)  0.094
N (2.653952, 2.620723, 3.741447)  -0.256
H (2.964632, 2.618353, 4.702477)  0.460
H (3.244172, 3.305833, 3.291607)  0.669
C (1.239292, 3.192993, 3.721177)  -0.010
C (1.405132, 4.620393, 3.948927)  -0.705
O (2.225092, 5.332063, 2.953287)  -0.437
C (1.697842, 5.375003, 1.569217)  -0.287
H (6.955072, 1.140323, 2.162637)  0.315
H (6.997612, 1.608673, 3.909577)  0.350
H (6.980222, 2.800783, 2.713417)  0.290
H (4.750012, 0.535343, 4.303287)  0.622
H (4.385652, -0.115407, 2.645067)  0.334
H (2.418642, 0.531673, 4.123037)  0.438
H (2.405592, 0.910453, 2.415547)  -0.356
H (0.616762, 2.764713, 4.506757)  0.456
H (0.712662, 2.829503, 2.838777)  -0.346
H (1.800232, 4.831373, 4.942647)  0.344
H (0.415622, 5.075503, 3.906007)  0.443
H (2.266532, 5.935013, 0.826867)  0.262
H (0.706092, 5.823083, 1.630467)  0.328
H (1.637192, 4.327223, 1.274977)  -0.029
C (0.470722, 5.990193, -1.502943)  -0.923
O (-0.499838, 5.284283, -0.666663)  -0.407
C (-0.374988, 3.821823, -0.870073)  -0.233
C (-1.449318, 3.127123, -0.096463)  -0.391
N (-2.816448, 3.766343, -0.356043)  -0.160
H (-2.827268, 4.774153, -0.421663)  0.675
H (-3.173978, 3.543103, -1.273883)  0.477
C (-4.027338, 3.520043, 0.580627)  -0.475
C (-5.056328, 4.654923, 0.450527)  -0.672
O (-4.421858, 5.856353, -0.084573)  -0.344
C (-5.288978, 6.973753, -0.003443)  -0.814
H (1.507452, 5.696493, -1.338493)  0.291
H (0.569062, 7.044913, -1.246063)  0.345
H (0.217632, 5.826673, -2.550463)  0.359
H (0.610682, 3.399523, -0.674563)  0.185
H (-0.492208, 3.527623, -1.913053)  0.644
H (-1.369128, 3.152553, 0.990287)  -0.113
H (-1.425188, 2.048883, -0.254273)  0.032
H (-3.650528, 3.448703, 1.600937)  0.336
H (-4.433418, 2.564193, 0.249647)  0.345
H (-5.359678, 4.848693, 1.479377)  0.346
H (-6.009708, 4.377993, 0.000577)  0.471
H (-5.536788, 7.208983, 1.031627)  0.337
H (-6.273968, 6.853143, -0.454373)  0.326
H (-4.870058, 7.880843, -0.439093)  0.300
B (0.354752, -0.216897, 0.412987)  -0.137
F (0.406982, 1.139413, 0.807477)  -0.017
F (0.535662, -0.226257, -0.951023)  0.315
F (1.426842, -0.837007, 1.023537)  -0.262
F (-0.810408, -0.842927, 0.823627)  -0.234
B (0.241152, -1.579907, -3.952473)  0.182
F (-0.595408, -2.609207, -3.544973)  -0.316
F (0.605302, -1.687287, -5.292643)  -0.302
F (-0.375138, -0.360257, -3.655203)  -0.319
F (1.285682, -1.725857, -3.130123)  -0.177

Forces on atoms 1 to 6 (eV/Å):
-0.037 -0.689 -1.017
-0.959 -0.298 0.313
-1.258 -1.180 0.168
-0.715 0.564 -0.990
1.627 2.145 1.073
-0.288 -0.806 0.427

Summary:
E_HOMO (alpha / beta) in eV: -8.32 / -12.23
LUMO (alpha / beta) in Ha: -0.243 / -0.243
Total energy in hartree: -3113.8036
Total charge: +3
Multiplicity: 2
Gap between HOMO and LUMO (alpha / beta) in eV: 1.71 / 5.62



Respective max |F| values: 0.093; 0.039; 0.073; 0.117 Eh/bohr.